[1]
Formula: C28H70O14
Source: OMol25
Level of theory: ωB97M-V/def2-TZVPD

The gap between HOMO and LUMO is 9.12 eV. The energy relative to the best compared isomer or geometry (same formula, charge and spin) comes out at 9.117 eV. The calculation puts the total energy at -58822.979 eV. Its total charge is 0. As for the strongest force on any atom: 5.1 eV Å⁻¹.

Last column: Mulliken charge in e.
Cartesian coordinates (Å):
C 8.1087 -1.4354 -1.0341  -0.504
O 7.2326 -1.6645 0.0453  -0.476
C 5.9609 -1.2865 -0.0440  0.032
C 5.7686 0.1270 0.6028  -0.108
O 4.8359 0.1071 1.6975  -0.526
C 3.4867 -0.1342 1.2760  -0.629
H 7.9262 -2.0893 -1.8868  0.363
H 9.1734 -1.4898 -0.8069  0.296
H 7.9678 -0.4627 -1.5053  0.062
H 5.3053 -2.0266 0.4148  0.255
H 5.7927 -1.2311 -1.1195  0.099
H 5.5166 0.8620 -0.1616  -0.083
H 6.7122 0.4466 1.0450  0.425
H 3.1689 0.2116 0.2924  0.235
H 2.7794 0.3317 1.9621  0.323
H 3.3838 -1.2186 1.3162  0.243
C 8.0104 2.3672 -1.6992  -0.546
O 7.1996 1.9218 -2.7815  -0.394
C 5.8424 2.4003 -2.6458  -0.583
C 4.9709 1.3849 -3.3214  -0.686
O 4.4059 0.4276 -2.4417  -0.055
C 3.3880 -0.3195 -3.0514  -0.904
H 8.0440 3.4539 -1.7772  0.336
H 9.0410 2.0135 -1.7286  0.225
H 7.5991 1.9069 -0.8008  0.125
H 5.8431 3.3753 -3.1332  0.420
H 5.5849 2.6078 -1.6072  0.415
H 5.5484 0.7837 -4.0237  0.395
H 4.2139 1.9694 -3.8443  0.315
H 3.6801 -0.8351 -3.9663  0.358
H 2.5303 0.3432 -3.1659  0.323
H 3.1400 -0.9834 -2.2232  0.268
C 1.8238 9.4093 -1.7274  -0.716
O 1.1349 8.3081 -2.2918  -0.318
C 1.0137 7.2778 -1.3790  -0.705
C -0.0340 6.1929 -1.8756  -0.245
O -1.3402 6.7747 -2.0857  -0.377
C -2.3764 5.9264 -2.5659  -0.584
H 1.1517 10.2410 -1.5162  0.271
H 2.6850 9.7623 -2.2946  0.257
H 2.1712 9.1452 -0.7285  0.335
H 0.8298 7.5695 -0.3449  0.378
H 2.0178 6.8564 -1.3302  0.402
H -0.2068 5.4971 -1.0546  0.231
H 0.3209 5.6556 -2.7550  0.363
H -2.1589 4.9683 -3.0378  0.201
H -2.9774 6.4352 -3.3196  0.309
H -2.9619 5.7998 -1.6553  0.221
C -7.5890 4.5459 2.5863  -0.717
O -7.4643 3.2413 2.0036  -0.357
C -7.5999 3.1844 0.5996  -0.568
C -6.3493 2.6264 -0.0403  -0.551
O -5.1716 3.4914 0.1552  -0.377
C -3.9114 2.8238 0.4994  -0.742
H -7.2099 5.2902 1.8860  0.306
H -7.1507 4.7097 3.5708  0.259
H -8.6535 4.7723 2.6465  0.323
H -7.6671 4.1998 0.2090  0.289
H -8.4439 2.6146 0.2107  0.353
H -6.4162 2.4287 -1.1101  0.401
H -6.0499 1.5977 0.1604  0.409
H -3.9410 2.3273 1.4693  0.367
H -2.9961 3.4120 0.5642  0.353
H -3.7175 2.1280 -0.3170  0.247
C 1.3956 -5.4358 2.9236  -0.475
O 0.6398 -5.3867 4.1241  -0.317
C 1.2066 -6.2226 5.1240  -0.691
C 0.6547 -7.6615 5.3066  -0.469
O 0.9959 -8.4238 4.1776  -0.301
C 0.3271 -9.6961 4.2232  -0.672
H 2.3585 -4.9298 2.9947  0.293
H 0.8423 -4.7376 2.2955  0.080
H 1.3955 -6.4388 2.4970  0.268
H 1.0390 -5.6898 6.0600  0.377
H 2.2611 -6.4477 4.9639  0.359
H -0.4075 -7.4359 5.4022  0.346
H 0.9942 -8.0524 6.2658  0.387
H -0.7120 -9.3676 4.2057  0.310
H 0.6487 -10.2254 5.1202  0.263
H 0.5879 -10.4070 3.4391  0.239
C -0.8048 2.4325 -2.3124  -0.601
O 0.2362 1.5151 -2.1185  -0.221
C -0.1307 0.1431 -2.1122  -0.431
C -0.8654 -0.4489 -0.8278  -0.007
O 0.2251 -0.6415 0.1242  -0.280
C -0.1407 -1.5174 1.1957  -0.717
H -0.9055 2.5592 -3.3903  0.314
H -0.4453 3.3439 -1.8347  0.050
H -1.7574 2.1825 -1.8454  0.270
H 0.8575 -0.3098 -2.1938  -0.068
H -0.6180 -0.0989 -3.0566  0.367
H -1.2176 -1.4483 -1.0835  0.383
H -1.6213 0.2346 -0.4411  0.118
H -0.6269 -0.9961 2.0203  0.365
H 0.7648 -1.8937 1.6716  0.179
H -0.6778 -2.4246 0.9188  0.206
C -7.8383 -3.7484 -0.1856  -0.765
O -6.4833 -3.9529 -0.5956  -0.326
C -5.9167 -5.1281 -0.0148  -0.547
C -4.4330 -5.1728 -0.4471  -0.582
O -3.4849 -4.5570 0.4693  -0.377
C -3.7789 -3.1555 0.7720  -0.330
H -7.8000 -3.2490 0.7825  0.302
H -8.3940 -4.6829 -0.1078  0.301
H -8.4503 -2.9964 -0.6836  0.277
H -6.5077 -5.9597 -0.3984  0.503
H -6.0599 -5.1853 1.0642  0.383
H -4.3764 -4.7592 -1.4540  0.321
H -4.2124 -6.2389 -0.4995  0.351
H -4.5014 -3.0433 1.5804  0.278
H -4.3068 -2.7522 -0.0922  0.282
H -2.8786 -2.5701 0.9589  -0.030

Atoms 1-3, force components in eV/Å:
-0.49 0.61 -1.04
4.60 -1.86 1.27
-1.77 2.07 -1.16

[2]
Formula: C28H71BN4O3
Source: OMol25
Level of theory: ωB97M-V/def2-TZVPD

The gap between HOMO and LUMO is 8.59 eV. The calculation puts the total energy at -42966.451 eV. Its total charge is 0. As for the strongest force on any atom: 2.2 eV Å⁻¹.

Last column: Mulliken charge in e.
Cartesian coordinates (Å):
C -3.7665 1.2322 2.5524  -1.477
C -2.8623 0.0789 2.1410  0.058
N -2.8945 -1.0449 3.0597  0.119
C -1.8392 -2.0176 2.8112  -0.630
C -1.8621 -2.7776 1.4830  -0.938
C -4.2105 -1.6024 3.3363  -0.843
C -5.0324 -2.1205 2.1534  -0.382
H -3.5333 1.5749 3.5622  0.353
H -3.6235 2.0734 1.8707  0.449
H -4.8230 0.9590 2.5129  0.217
H -1.8403 0.4677 2.1041  0.191
H -3.1189 -0.2231 1.1149  0.195
H -1.8231 -2.7415 3.6315  0.330
H -0.8806 -1.4916 2.8830  0.390
H -2.6312 -3.5487 1.4715  0.310
H -0.9040 -3.2824 1.3332  0.314
H -2.0156 -2.1168 0.6285  0.237
H -4.8022 -0.8377 3.8480  0.339
H -4.1101 -2.4016 4.0763  0.352
H -5.0056 -1.4439 1.2977  0.196
H -6.0778 -2.2219 2.4532  -0.157
H -4.6980 -3.1052 1.8278  0.328
C 1.6895 4.7069 1.5402  -1.486
C 1.0535 3.3673 1.1965  -0.231
N 1.3566 2.9092 -0.1487  0.263
C 0.5440 1.7774 -0.5684  -0.825
C 0.7169 0.4610 0.1908  -0.425
C 2.7670 2.8174 -0.4900  -0.604
C 3.6506 1.9095 0.3703  -0.712
H 1.4100 5.4732 0.8148  0.318
H 1.3482 5.0350 2.5238  0.439
H 2.7788 4.6460 1.5793  0.298
H -0.0300 3.4899 1.2831  0.401
H 1.3462 2.6310 1.9590  0.241
H 0.7089 1.5947 -1.6347  0.318
H -0.5076 2.0762 -0.4964  0.431
H 1.6419 -0.0445 -0.0843  0.025
H -0.1024 -0.2178 -0.0617  0.218
H 0.6994 0.5985 1.2733  0.211
H 3.1902 3.8261 -0.4642  0.355
H 2.8638 2.5152 -1.5366  0.102
H 3.4549 2.0250 1.4378  0.249
H 4.7021 2.1587 0.2045  0.489
H 3.5290 0.8588 0.1065  -0.042
C 6.2823 3.8037 -6.8309  -1.433
C 5.4944 4.3786 -5.6621  -0.266
N 4.1018 4.6478 -5.9772  0.179
C 3.4248 5.4387 -4.9585  -1.129
C 3.2520 4.8185 -3.5708  -0.622
C 3.3406 3.5262 -6.5058  -0.737
C 3.2441 2.2590 -5.6504  -0.839
H 6.2183 4.4526 -7.7062  0.331
H 7.3350 3.7130 -6.5563  0.434
H 5.9338 2.8076 -7.1103  0.292
H 5.9723 5.3210 -5.3800  0.431
H 5.5995 3.7047 -4.7995  0.199
H 2.4425 5.7386 -5.3357  0.357
H 3.9788 6.3767 -4.8444  0.419
H 2.4701 4.0603 -3.5620  0.110
H 2.9520 5.5909 -2.8579  0.480
H 4.1758 4.3749 -3.1956  0.291
H 3.7720 3.2495 -7.4724  0.365
H 2.3308 3.8665 -6.7513  0.320
H 4.2023 1.9804 -5.2085  0.227
H 2.9178 1.4215 -6.2719  0.391
H 2.5115 2.3641 -4.8507  0.199
C 3.2922 -2.9415 0.0510  -1.273
C 4.6135 -3.6836 0.1985  -0.420
N 5.6871 -3.1352 -0.6137  0.097
C 6.8562 -4.0017 -0.6780  -0.702
C 7.6297 -4.2599 0.6170  -0.966
C 5.9706 -1.7190 -0.4307  -0.704
C 6.3498 -1.2397 0.9742  -1.011
H 2.9782 -2.8984 -0.9937  0.342
H 2.5137 -3.4611 0.6133  0.443
H 3.3468 -1.9226 0.4405  0.157
H 4.4396 -4.7174 -0.1130  0.463
H 4.8814 -3.7195 1.2643  0.244
H 7.5479 -3.6095 -1.4296  0.352
H 6.5298 -4.9687 -1.0757  0.427
H 8.2324 -3.4001 0.9063  0.228
H 8.3186 -5.0958 0.4715  0.394
H 6.9736 -4.5235 1.4476  0.275
H 5.0928 -1.1517 -0.7561  0.317
H 6.7556 -1.4206 -1.1312  0.358
H 5.7132 -1.6705 1.7488  0.231
H 6.2413 -0.1536 1.0320  0.377
H 7.3882 -1.4676 1.2116  0.349
C -10.6857 -2.4882 1.0816  -0.723
C -10.8800 -3.8525 1.8397  -0.226
O -9.6782 -4.2051 2.5144  -0.352
C -9.7477 -4.0630 3.9254  -0.633
C -8.7226 -3.0218 4.4836  0.162
O -9.3171 -1.7601 4.8072  -0.676
B -9.2279 -0.8298 3.7581  0.837
O -8.0227 -0.3721 3.1990  -0.474
H -11.2260 -1.6877 1.6249  0.175
H -10.9941 -2.5320 0.0279  0.351
H -9.6100 -2.2424 1.1822  0.081
H -11.0383 -4.6181 1.0496  0.297
H -11.7838 -3.8770 2.4708  0.283
H -10.7573 -3.8670 4.3262  0.328
H -9.4282 -5.0391 4.3548  0.353
H -8.3467 -3.4528 5.4344  0.352
H -7.8538 -2.9550 3.8031  -0.208
H -10.2545 -0.4391 3.2891  -0.154
H -8.1862 0.5461 2.9841  0.265

Atoms 1-3, force components in eV/Å:
-0.11 0.00 -0.02
-0.13 0.10 -0.03
0.22 -0.18 0.20

Question: What is the total charge in the first record?
Answer: 0

Question: strongest force on any atom of number 2 (C28H71BN4O3)?
Answer: 2.2 eV Å⁻¹